P | Computed, not measured: an isolated molecule of CH2O4S, with ωB97M-V/def2-TZVPD.

E_HOMO, eV: -11.5
Net charge: 0
Lowest unoccupied orbital energy, eV: 0.7

Element x y z (Å)
C (1.03943, -0.03044, -0.02380)
O (-1.91715, 1.28310, 0.01881)
O (-1.76515, -1.14307, -0.00791)
O (0.17188, 0.12466, -1.11621)
O (0.10436, 0.12796, 1.04611)
S (-1.11953, 0.08480, -0.05580)
H (1.57281, -1.06471, 0.18984)
H (1.91334, 0.61770, -0.05105)

Q | Computed, not measured: an isolated molecule of CH2O4S, with ωB97M-V/def2-TZVPD.

E_HOMO, eV: -11.3
Net charge: 0
Lowest unoccupied orbital energy, eV: -1.1

Element x y z (Å)
C (0.28222, -0.45018, -0.09864)
O (2.90433, 1.04691, 0.84422)
O (3.22360, -1.00648, -0.37800)
O (1.11103, -0.80945, 0.85366)
O (1.47697, 0.68684, -1.11497)
S (2.33102, 0.03488, 0.02841)
H (0.00015, -1.09878, -0.96423)
H (-0.39620, 0.32271, 0.10639)

Which one sits at the bottom of the stability order? Q does.

P | Computed, not measured: a cluster of 2 separate species, CH2O4S in total, with ωB97M-V/def2-TZVPD.

E_HOMO, eV: -11.4
Net charge: 0
Lowest unoccupied orbital energy, eV: 0.4

Element x y z (Å)
C (1.94795, -1.30168, 0.11447)
O (2.21857, -2.29582, 0.58441)
O (-0.06093, 0.71995, -0.81948)
O (-0.98262, -1.63632, -1.14890)
O (0.01202, -0.92173, 1.01400)
S (-0.74977, -0.56191, -0.17237)
H (0.91133, 0.42995, -0.73925)
H (-1.88723, -0.32248, 0.34385)

Q | Computed, not measured: a cluster of 2 separate species, CH2O4S in total, with ωB97M-V/def2-TZVPD.

E_HOMO (alpha / beta), eV: -10.2 / -11.0
Net charge: 0
Lowest unoccupied orbital energy (alpha / beta), eV: -1.7 / -1.7

Element x y z (Å)
C (-0.75833, 1.18630, -0.21820)
O (-0.20735, -2.01430, 0.21983)
O (2.45496, -0.59724, -0.47171)
O (0.35391, 0.68129, -0.74618)
O (-0.98563, 1.21413, 0.95106)
S (1.32691, -0.23758, 0.28736)
H (-1.42250, 1.58177, -0.99963)
H (-0.76198, -1.81437, 0.97746)

Which one sits at the bottom of the stability order? Q does.

P | Computed, not measured: a cluster of 2 separate species, C3H9NO3 in total, with ωB97M-V/def2-TZVPD.

Structure (SMILES): CNCC(=O)O.O
E_HOMO, eV: -9.2
Net charge: 0
Lowest unoccupied orbital energy, eV: 0.8

Element x y z (Å)
C (-0.03057, -2.53088, -1.26817)
N (-0.03840, -1.91560, 0.06509)
C (-0.62334, -0.58510, 0.00777)
C (-1.41004, -0.11964, 1.18417)
O (-1.94588, 1.11420, 1.04424)
O (-1.61935, -0.80234, 2.15143)
H (-0.06432, -1.93901, -2.17834)
H (-0.74891, -3.34761, -1.41465)
H (0.91974, -3.06902, -1.42939)
H (-0.64481, -2.54136, 0.58963)
H (-1.31749, -0.48502, -0.84117)
H (0.20255, 0.08962, -0.21470)
H (-2.10880, 1.41028, 1.92465)
H (3.38861, 5.19550, 0.80586)
H (2.98954, 5.00158, -0.63022)
O (3.05147, 4.52437, 0.20381)

Q | Computed, not measured: a cluster of 2 separate species, C3H9NO3 in total, with ωB97M-V/def2-TZVPD.

Structure (SMILES): O=CCNCO.O
E_HOMO, eV: -9.5
Net charge: 0
Lowest unoccupied orbital energy, eV: 0.5

Element x y z (Å)
O (-2.27805, 1.69747, 1.40192)
C (-1.18585, 2.19536, 1.42115)
C (-0.13927, 1.96279, 0.35714)
N (0.45897, 0.66835, 0.67090)
C (-0.20720, -0.48224, 0.09128)
O (0.63246, -1.17969, -0.81002)
H (-0.80146, 2.81529, 2.25619)
H (0.60462, 2.74934, 0.49648)
H (-0.52071, 2.11245, -0.66661)
H (1.43551, 0.66348, 0.42702)
H (-0.42100, -1.21641, 0.86860)
H (-1.12759, -0.16639, -0.40416)
H (0.59498, -0.78492, -1.68890)
H (1.55422, -3.59109, -0.95086)
H (0.24317, -3.58158, -1.68081)
O (1.15718, -3.86221, -1.78935)

Which one sits at the bottom of the stability order? Q does.

P | Computed, not measured: a cluster of 3 separate species, C3H9NO3 in total, with ωB97M-V/def2-TZVPD.

E_HOMO, eV: -7.9
Net charge: 0
Lowest unoccupied orbital energy, eV: -4.8

Element x y z (Å)
C (1.59348, 2.46665, -1.73235)
N (0.26111, 1.81253, -1.47808)
C (0.43117, 0.53227, -0.92192)
C (0.43957, 0.42200, 0.47966)
O (-1.89888, -1.87147, 1.53049)
O (0.18942, 1.47222, 1.25217)
H (2.15423, 2.20001, -0.83871)
H (1.79071, 1.99107, -2.66198)
H (1.44025, 3.66148, -1.86739)
H (-0.23679, 2.48978, -0.84160)
H (0.46348, -0.41054, -1.64043)
H (0.99362, -0.61418, 0.79186)
H (-2.00025, -1.47762, 0.62725)
H (-0.62357, -4.69205, 0.96980)
H (-1.37359, -2.84196, 1.37208)
O (-0.69320, -3.79065, 0.65274)

Q | Computed, not measured: a cluster of 2 separate species, C3H9NO3 in total, with ωB97M-V/def2-TZVPD.

Structure (SMILES): CNCC(=O)O.O
E_HOMO, eV: -9.4
Net charge: 0
Lowest unoccupied orbital energy, eV: 0.6

Element x y z (Å)
C (-0.80936, -2.28586, -0.94613)
N (-0.06703, -1.10766, -1.33546)
C (-0.09080, -0.05308, -0.34289)
C (0.33816, 1.28478, -0.89030)
O (0.20917, 2.30964, 0.02371)
O (0.72054, 1.50527, -1.99645)
H (-0.45964, -3.19092, -1.44458)
H (-1.85221, -2.21201, -1.25656)
H (-0.83333, -2.60608, 0.11087)
H (0.89172, -1.37704, -1.51778)
H (0.51585, -0.14577, 0.57790)
H (-1.12489, -0.08038, 0.00884)
H (0.79463, 3.03333, -0.31436)
H (0.25177, 1.98408, 3.74069)
H (0.74252, 1.61519, 2.32910)
O (0.77288, 1.32652, 3.25341)

R | Computed, not measured: a cluster of 2 separate species, C3H9NO3 in total, with ωB97M-V/def2-TZVPD.

Structure (SMILES): CCNC(=O)O.O
E_HOMO, eV: -9.8
Net charge: 0
Lowest unoccupied orbital energy, eV: 0.7

Element x y z (Å)
C (-0.52332, 1.60760, -0.31599)
N (-0.68465, 0.34280, 0.31375)
C (-0.09382, -0.82845, -0.10641)
O (-0.89829, -1.91980, 0.08533)
O (0.88882, -0.87988, -0.81257)
C (-0.93432, 2.73546, 0.66951)
H (-1.15942, 1.78444, -1.19213)
H (0.54202, 1.80145, -0.47051)
H (-1.67944, 0.27016, 0.55416)
H (-0.78857, -2.41378, -0.74018)
H (-0.62429, 3.78463, 0.34091)
H (-2.04892, 2.82173, 0.60830)
H (-0.67092, 2.72155, 1.74584)
H (3.56152, -3.51340, -0.28659)
H (2.43393, -4.57636, -0.41788)
O (2.67967, -3.73815, 0.02444)

S | Computed, not measured: a cluster of 2 separate species, C3H9NO3 in total, with ωB97M-V/def2-TZVPD.

Structure (SMILES): N[C@@H](C=O)CO.O
E_HOMO, eV: -9.8
Net charge: 0
Lowest unoccupied orbital energy, eV: 0.5

Element x y z (Å)
O (-1.49512, 1.58526, 0.01562)
C (-0.53298, 1.35193, 0.69361)
C (-0.10953, -0.04584, 1.07697)
C (-0.60108, -1.06851, 0.05041)
O (-0.34473, -2.36168, 0.54709)
N (1.32443, -0.05659, 1.29218)
H (0.10018, 2.14689, 1.12896)
H (-0.66380, -0.28713, 1.99741)
H (-0.05372, -0.92052, -0.88374)
H (-1.65178, -0.91780, -0.16216)
H (-1.14231, -2.89397, 0.57214)
H (1.60202, -0.92892, 1.73171)
H (1.77289, -0.10601, 0.37233)
H (1.13047, 1.65527, -3.37887)
H (0.40838, 1.34011, -2.05955)
O (0.25668, 1.50751, -2.99409)

Which one sits at the bottom of the stability order? P does.

P | Computed, not measured: a cluster of 2 separate species, C3H3IO in total, with ωB97M-V/def2-TZVPD.

E_HOMO (alpha / beta), eV: -8.6 / -9.0
Net charge: 0
Lowest unoccupied orbital energy (alpha / beta), eV: -3.9 / -4.2

Element x y z (Å)
C (0.29606, -0.69927, -0.37470)
C (-0.25337, -1.78232, -0.40436)
C (1.24306, 0.36724, 0.06170)
O (-2.93412, -0.76001, 0.56071)
I (-2.68476, 0.91979, -0.09452)
H (2.14737, -0.01750, 0.24985)
H (1.30847, 1.00950, -0.84316)
H (0.87729, 0.96258, 0.84447)

Q | Computed, not measured: a cluster of 2 separate species, C3H3IO in total, with ωB97M-V/def2-TZVPD.

E_HOMO (alpha / beta), eV: -7.6 / -8.1
Net charge: 0
Lowest unoccupied orbital energy (alpha / beta), eV: 0.3 / 0.3

Element x y z (Å)
C (0.07783, -1.60981, -0.24878)
C (0.70289, 2.45313, 0.29224)
C (-0.77362, -0.64268, -0.12093)
O (-0.07704, 1.63214, -0.04671)
I (-2.65330, -0.11904, 0.01582)
H (-0.07341, -2.67958, -0.04477)
H (1.04320, -1.55136, -0.52798)
H (1.75344, 2.51719, 0.68110)

Which one sits at the bottom of the stability order? P does.

P | Computed, not measured: a cluster of 2 separate species, C4H9O3 in total, with ωB97M-V/def2-TZVPD.

E_HOMO, eV: -4.3
Net charge: -1
Lowest unoccupied orbital energy, eV: 4.0

Element x y z (Å)
C (-0.29608, -1.31735, -1.60482)
C (-1.00636, -2.04551, -0.43816)
O (0.20519, -0.03236, -1.18940)
H (0.63588, -1.86737, -1.82019)
H (-0.88006, -1.03327, -2.48336)
H (-0.63408, -3.06289, -0.33808)
H (0.34349, -0.06907, -0.19360)
H (-2.09012, -2.19917, -0.43400)
H (-0.63589, -1.57292, 0.47252)
C (0.95349, 2.31835, 0.71830)
C (0.21217, 1.43752, 1.74300)
O (-0.58702, 1.87413, 2.56824)
O (0.38786, 0.16466, 1.50008)
H (1.91303, 1.80514, 0.58083)
H (1.08734, 3.32608, 1.12165)
H (0.39115, 2.27404, -0.20301)

Q | Computed, not measured: a cluster of 2 separate species, C4H9O3 in total, with ωB97M-V/def2-TZVPD.

E_HOMO, eV: -3.8
Net charge: -1
Lowest unoccupied orbital energy, eV: 3.5

Element x y z (Å)
C (-0.85501, -2.47870, -0.31730)
O (-2.04232, -3.06007, 0.21001)
H (-2.38624, -2.44567, 0.84120)
H (-0.04033, -2.62291, 0.40447)
H (-0.89032, -1.46224, -0.69410)
H (-0.55232, -3.17203, -1.11187)
C (1.12847, 2.02195, 0.14976)
C (0.70132, 0.85094, 1.05020)
C (0.37233, 1.92090, -1.33504)
O (-0.83672, 1.72108, -1.10541)
O (0.96787, 2.10834, -2.40023)
H (0.54888, 2.89820, 0.43159)
H (2.22276, 1.99426, 0.13628)
H (-0.39718, 0.94644, 1.03539)
H (1.10162, 0.89630, 2.07044)
H (0.95721, -0.11679, 0.63461)

Which one sits at the bottom of the stability order? Q does.